Entry 1:
{
  "formula": "C6H12O4",
  "method": "the ωB97M-V functional and the def2-TZVPD basis",
  "symbols": ["C", "C", "O", "C", "O", "H", "H", "H", "H", "H", "H", "C", "C", "O", "C", "O", "H", "H", "H", "H", "H", "H"],
  "coordinates": [[10.932459, -2.615361, 12.105905], [12.160958, -1.763555, 11.546748], [12.126293, -2.188904, 10.185325], [11.867849, -3.544535, 10.329612], [10.935970, -3.727145, 11.329979], [11.138222, -2.817978, 13.174578], [9.924570, -2.162727, 12.037152], [13.173014, -1.962687, 11.948661], [11.940038, -0.690812, 11.707545], [11.533846, -3.864121, 9.323749], [12.840157, -4.033322, 10.532455], [10.115430, -1.098654, 9.032567], [11.478502, -0.805408, 8.321384], [10.951456, 0.087339, 7.403672], [9.915691, 0.698047, 7.899158], [9.534043, 0.164077, 9.099705], [9.741503, -1.806219, 8.267739], [10.007694, -1.584192, 10.021551], [11.974510, -1.645923, 7.798923], [12.259026, -0.240085, 8.866028], [10.044203, 1.793390, 7.994921], [9.216085, 0.513223, 7.061404]],
  "forces_ev_per_a": [[1.210, 2.058, 2.083], [-1.443, 0.441, 0.242], [0.832, 0.314, 1.492], [1.395, -0.633, -2.194], [-0.307, -2.055, -0.905], [-0.246, -0.259, -0.357], [0.691, 0.461, 0.040], [-0.684, -0.321, 0.303], [0.217, -0.401, -0.696], [-0.274, -0.286, 0.644], [-0.381, -0.313, 0.345], [1.151, -1.957, 0.534], [0.625, 0.261, 1.275], [4.393, -1.440, -2.644], [-3.864, 3.552, -1.593], [-0.466, -0.497, 0.315], [-1.110, 0.396, 0.259], [0.390, 0.611, -0.872], [-0.594, 0.366, 0.315], [-0.373, -0.604, 0.427], [0.059, -0.237, 0.308], [-1.221, 0.545, 0.679]],
  "lumo_energy_ev": 0.8,
  "homo_lumo_gap_ev": 9.9
}

---

Entry 2:
{
  "formula": "C2H10N2O2",
  "method": "the ωB97M-V functional and the def2-TZVPD basis",
  "symbols": ["C", "N", "C", "N", "H", "H", "H", "H", "H", "H", "H", "H", "O", "H", "H", "O"],
  "coordinates": [[-0.896560, 1.677598, 0.191106], [0.036722, 0.640663, -0.218335], [0.738521, 0.624903, -1.348052], [1.831433, -0.048298, -1.487420], [-0.590015, 2.115574, 1.143165], [-1.861403, 1.216418, 0.432273], [-0.959988, 2.473303, -0.535813], [0.426515, 0.084654, 0.519067], [0.444051, 1.283601, -2.159755], [2.106239, -0.022380, -2.466032], [2.922199, -1.812510, 1.024884], [2.279488, -1.494871, -0.325579], [2.449545, -2.235849, 0.297211], [-3.353131, -1.935037, 1.141136], [-2.382843, -1.032681, 1.784712], [-3.190773, -1.535087, 2.007433]],
  "forces_ev_per_a": [[-0.126, -0.672, 0.678], [-0.082, 0.599, -0.025], [0.962, 0.375, -0.269], [-0.191, -0.609, -0.207], [0.340, 0.155, -0.006], [-0.168, 0.224, -0.438], [-0.212, 0.084, -0.327], [0.003, -0.313, 0.238], [-0.655, 0.000, 0.157], [0.173, 0.125, 0.190], [-0.129, -0.129, -0.118], [-0.055, -0.005, -0.107], [0.212, 0.174, 0.175], [-0.267, -0.130, 0.023], [-0.093, 0.125, 0.363], [0.288, -0.002, -0.326]],
  "charge": -1,
  "lumo_energy_ev": [3.9, 3.9],
  "s2": 0.7503,
  "homo_lumo_gap_ev": [3.1, 9.6],
  "multiplicity": 2
}

---

Entry 3:
{
  "formula": "C28H28O5",
  "method": "the ωB97M-V functional and the def2-TZVPD basis",
  "symbols": ["C", "O", "C", "C", "C", "C", "C", "C", "C", "C", "C", "C", "C", "C", "C", "C", "H", "H", "H", "H", "H", "H", "H", "H", "H", "H", "H", "H", "H", "H", "H", "C", "C", "C", "O", "C", "O", "C", "C", "C", "C", "C", "C", "C", "C", "C", "O", "O", "H", "H", "H", "H", "H", "H", "H", "H", "H", "H", "H", "H", "H"],
  "coordinates": [[-5.094875, 3.628071, -2.891199], [-4.702224, 2.351457, -3.425605], [-3.603598, 1.757476, -2.888007], [-3.175859, 0.547060, -3.494654], [-1.936001, 0.046017, -3.198528], [-1.110147, 0.645524, -2.201573], [0.128152, 0.010903, -1.923270], [1.364794, 0.687646, -1.773059], [2.597315, -0.033024, -1.654412], [3.729185, 0.590567, -1.176603], [3.759495, 1.977656, -0.967925], [5.022638, 2.617130, -0.474010], [2.609205, 2.724113, -1.250004], [1.455017, 2.103691, -1.696300], [-1.578885, 1.812083, -1.567641], [-2.799719, 2.363842, -1.886537], [-6.015683, 3.859959, -3.421829], [-5.282702, 3.558222, -1.812725], [-4.337231, 4.395630, -3.086799], [-3.840911, 0.073739, -4.218332], [-1.586413, -0.857758, -3.702230], [0.163961, -1.018829, -2.250785], [2.643031, -1.090237, -1.923576], [4.626639, 0.021924, -0.937583], [4.865162, 3.639729, -0.110966], [5.494919, 2.019734, 0.321575], [5.746048, 2.664151, -1.300487], [2.623348, 3.805398, -1.111659], [0.594739, 2.708918, -1.952304], [-0.991894, 2.257371, -0.768897], [-3.132416, 3.267477, -1.388548], [-0.767384, -0.993351, 3.722240], [-1.568821, -0.046236, 2.843481], [-2.440320, 0.794924, 3.776093], [-0.733939, 0.834670, 2.086227], [0.110413, 0.153301, 1.220833], [1.270071, 0.504784, 1.107835], [-0.479454, -0.943430, 0.513184], [0.347664, -1.977489, -0.072028], [1.061048, -2.875142, 0.903138], [0.514190, -4.085270, 1.324244], [1.324335, -4.955090, 2.060193], [2.643940, -4.595312, 2.366863], [3.167691, -3.362678, 1.961480], [2.352287, -2.481972, 1.258529], [-1.841988, -1.339552, 0.846545], [-2.475197, -2.196248, 0.256606], [-2.443001, -0.746459, 1.937360], [-0.160080, -1.693429, 3.141518], [-0.126101, -0.383992, 4.373185], [-1.473085, -1.556649, 4.345960], [-3.112543, 1.445478, 3.208989], [-3.034467, 0.117317, 4.399431], [-1.785561, 1.400363, 4.414405], [-0.320599, -2.570312, -0.702156], [1.158317, -1.510536, -0.610783], [-0.522492, -4.315656, 1.044428], [0.918706, -5.924996, 2.372224], [3.289914, -5.283752, 2.924509], [4.201564, -3.061015, 2.166105], [2.689799, -1.487914, 0.943838]],
  "forces_ev_per_a": [[-0.020, -0.517, -0.099], [0.190, -0.069, 0.687], [0.855, 0.305, -0.250], [-0.600, 0.922, 0.012], [0.175, -0.287, 0.921], [-1.263, 0.399, -0.716], [0.069, 0.477, -0.715], [0.944, 0.323, 0.082], [-0.484, 0.000, 0.226], [0.089, 0.217, -0.232], [-0.366, -0.191, 0.312], [0.286, 0.087, 0.006], [0.132, -0.062, -0.272], [0.034, -0.259, 0.625], [0.179, -0.440, 0.119], [-0.701, -0.256, -0.776], [0.064, 0.131, 0.130], [-0.038, 0.035, -0.217], [-0.066, -0.169, -0.015], [0.295, 0.183, 0.110], [-0.120, 0.222, 0.203], [0.102, -0.078, 0.208], [-0.141, 0.232, 0.319], [-0.167, -0.013, -0.291], [-0.026, -0.278, -0.068], [-0.246, 0.196, -0.225], [-0.102, 0.041, 0.170], [0.023, -0.242, -0.141], [0.126, -0.066, 0.075], [-0.184, -0.152, -0.020], [0.084, -0.148, -0.048], [0.120, -0.182, -0.090], [-0.513, 0.407, -0.030], [0.013, 0.041, -0.448], [0.084, -0.175, 0.239], [0.213, -0.528, 0.008], [-0.119, 0.467, 0.086], [-0.915, 1.534, 0.617], [0.817, -1.270, -0.048], [-0.081, 0.038, -0.140], [0.394, 0.054, 0.099], [-0.088, 0.011, 0.099], [0.202, -0.194, 0.073], [-0.187, 0.197, 0.080], [0.088, -0.379, 0.045], [-0.509, -0.387, 0.003], [0.278, 0.478, 0.170], [0.486, 0.152, 0.045], [0.000, 0.088, 0.125], [-0.074, -0.262, -0.192], [0.252, 0.049, -0.185], [0.148, -0.081, 0.063], [0.088, 0.215, -0.145], [-0.199, -0.129, -0.154], [0.373, -0.072, -0.283], [-0.041, -0.351, -0.242], [0.513, -0.089, 0.139], [0.284, 0.400, -0.041], [-0.348, 0.206, -0.246], [-0.414, -0.330, 0.124], [0.013, -0.450, 0.114]],
  "lumo_energy_ev": -1.9,
  "homo_lumo_gap_ev": 5.3
}

---

Entry 4:
{
  "formula": "CH14NO4",
  "method": "the ωB97M-V functional and the def2-TZVPD basis",
  "symbols": ["C", "N", "H", "H", "H", "H", "H", "H", "H", "H", "O", "H", "H", "O", "H", "H", "O", "H", "H", "O"],
  "coordinates": [[-0.740085, 2.144143, -1.189001], [-1.070091, 1.403871, 0.047038], [0.252342, 1.856176, -1.503600], [-0.740939, 3.213117, -0.991229], [-1.462608, 1.926607, -1.960306], [-1.112159, 0.384659, -0.123665], [-0.344022, 1.578858, 0.789544], [-1.949460, 1.695604, 0.457511], [0.764815, -2.012388, 2.963788], [0.187780, -1.644260, 1.559780], [0.680113, -1.294256, 2.317318], [1.818510, -1.997619, -2.386860], [0.754514, -1.777732, -3.477260], [0.900544, -1.749200, -2.523747], [-0.280922, -1.565833, -1.260817], [-1.570531, -2.045095, -0.589519], [-0.881560, -1.369723, -0.506461], [1.007094, 0.452572, 2.184882], [1.640459, 1.859066, 2.297608], [0.972972, 1.361162, 1.820630]],
  "forces_ev_per_a": [[0.051, 0.389, -0.007], [0.210, 0.188, 0.609], [0.150, -0.142, -0.096], [-0.038, -0.035, 0.079], [-0.145, -0.128, -0.156], [0.058, -0.151, -0.057], [0.055, -0.267, -0.240], [-0.310, 0.073, -0.135], [-0.053, 0.319, -0.288], [0.104, -0.035, 0.109], [-0.105, -0.320, 0.049], [0.096, -0.059, 0.018], [0.019, -0.029, 0.121], [-0.087, 0.091, -0.184], [0.109, 0.149, 0.137], [0.033, 0.234, 0.172], [-0.125, -0.324, -0.125], [-0.074, -0.003, -0.097], [0.017, 0.210, -0.020], [0.036, -0.161, 0.110]],
  "charge": 1,
  "lumo_energy_ev": -2.8,
  "homo_lumo_gap_ev": 12.4
}

---

Entry 5:
{
  "formula": "C4H11NS",
  "method": "the ωB97M-V functional and the def2-TZVPD basis",
  "symbols": ["C", "S", "C", "C", "C", "N", "H", "H", "H", "H", "H", "H", "H", "H", "H", "H", "H"],
  "coordinates": [[-0.042295, -1.379881, 2.463672], [-0.468016, -2.178204, 0.875113], [-0.717484, -0.695248, -0.132099], [0.652671, -0.232072, -0.720855], [0.347659, 0.893841, -1.729844], [-0.161934, 2.057206, -1.026288], [1.032535, -1.464343, 2.623856], [-0.279436, -0.331619, 2.553477], [-0.451644, -2.063225, 3.221118], [-1.382101, -0.837607, -0.990839], [-1.199178, 0.110257, 0.430721], [1.238839, 0.297859, 0.020131], [0.967812, -1.159993, -1.192030], [-0.309840, 0.610519, -2.548732], [1.338955, 1.154001, -2.148580], [-0.289121, 2.356518, -0.084315], [-0.277421, 2.861991, -1.614507]],
  "forces_ev_per_a": [[0.966, -1.564, 0.085], [-0.696, 0.594, 0.193], [0.822, 0.757, -0.149], [-2.987, 0.647, -0.670], [1.712, 0.127, 1.119], [-0.808, 1.148, -1.459], [0.153, 0.154, -0.189], [-0.668, 0.075, 0.000], [-0.319, 0.789, 0.021], [0.021, -0.634, 0.240], [0.089, -0.312, 0.241], [0.701, -0.867, 0.328], [1.151, 0.436, 0.037], [-0.199, -0.204, 0.047], [-0.384, -0.064, -0.296], [0.431, -1.110, 0.610], [0.017, 0.027, -0.158]],
  "lumo_energy_ev": 1.1,
  "homo_lumo_gap_ev": 9.3
}

---

Entry 6:
{
  "formula": "C37H27BaN9O8S2",
  "method": "the ωB97M-V functional and the def2-TZVPD basis",
  "symbols": ["Ba", "C", "C", "N", "N", "C", "S", "S", "C", "C", "C", "C", "C", "C", "C", "C", "C", "C", "C", "C", "C", "O", "H", "H", "H", "H", "H", "H", "H", "H", "H", "H", "H", "H", "H", "H", "N", "C", "N", "C", "N", "N", "C", "C", "C", "C", "C", "C", "N", "C", "C", "C", "C", "C", "C", "H", "H", "H", "H", "H", "H", "H", "H", "H", "H", "H", "O", "C", "O", "C", "C", "C", "C", "C", "C", "O", "N", "O", "O", "N", "O", "O", "H", "H"],
  "coordinates": [[-0.104514, 0.668892, -0.399212], [4.320040, -1.446991, 0.174135], [3.313869, -0.311624, 0.192513], [2.529856, -0.078114, -0.804450], [2.839430, -0.704332, -1.966723], [2.018202, -0.861880, -2.937275], [0.347087, -0.795026, -3.065603], [2.833915, -1.350546, -4.477391], [4.585307, -1.492681, -3.965854], [5.064425, -2.893406, -3.755410], [6.428004, -3.155607, -3.650521], [6.883601, -4.438844, -3.407087], [5.986450, -5.482289, -3.250215], [4.628888, -5.229273, -3.349733], [4.173183, -3.948319, -3.601033], [3.246403, 0.477525, 1.417329], [4.418307, 0.891044, 2.044573], [4.410881, 1.639651, 3.205932], [3.190766, 1.987322, 3.772325], [2.015708, 1.592535, 3.185208], [1.977462, 0.831198, 1.986824], [0.880647, 0.457640, 1.476798], [3.881870, -2.288342, 0.713881], [5.245612, -1.174467, 0.674840], [4.536989, -1.767857, -0.843524], [4.604721, -0.943594, -3.017347], [5.193872, -0.972068, -4.704051], [7.133767, -2.342056, -3.755515], [7.945875, -4.625157, -3.332794], [6.343129, -6.480280, -3.032565], [3.917853, -6.035375, -3.229603], [3.113418, -3.752779, -3.678525], [5.376630, 0.660871, 1.592782], [5.341528, 1.953729, 3.662570], [3.167639, 2.585222, 4.676020], [1.063665, 1.860619, 3.624635], [-2.857544, 3.774271, 1.986834], [-1.894679, 3.094842, 1.301952], [-1.733369, 1.839288, 1.330945], [-2.601019, 1.057119, 2.064185], [-2.594183, -0.219247, 2.004090], [-1.750483, -0.983287, 1.407076], [-2.069722, -1.878731, 0.563955], [-1.080132, -2.827291, 0.079797], [-1.407358, -4.180032, -0.081490], [-0.453645, -5.044598, -0.581236], [0.789012, -4.532745, -0.927546], [1.025971, -3.183365, -0.706807], [0.128563, -2.356970, -0.209208], [-3.600741, 1.704046, 2.909767], [-4.474796, 1.002433, 3.734136], [-5.443357, 1.668070, 4.464340], [-5.534933, 3.050352, 4.396305], [-4.674126, 3.768796, 3.584382], [-3.720501, 3.099544, 2.824733], [-3.014968, 4.755587, 1.815802], [-1.212010, 3.695395, 0.724891], [-3.078793, -1.964546, 0.153951], [-2.387484, -4.536957, 0.203439], [-0.674986, -6.098903, -0.700244], [1.559729, -5.166061, -1.344029], [1.983932, -2.749320, -0.953102], [-4.386625, -0.071845, 3.770140], [-6.133506, 1.109495, 5.082809], [-6.284501, 3.570330, 4.977990], [-4.741772, 4.848294, 3.533464], [-3.891548, 1.929673, -0.578951], [-2.837672, 1.798704, -1.209982], [-2.122639, 0.782682, -1.286212], [-2.348368, 3.026615, -1.983103], [-3.233629, 3.751006, -2.714006], [-2.844813, 4.925887, -3.401389], [-1.534448, 5.379101, -3.283154], [-0.639003, 4.692387, -2.492765], [-0.969558, 3.429106, -1.845573], [-0.129888, 2.777605, -1.208936], [0.639971, 5.262224, -2.283771], [1.131343, 5.946389, -3.175900], [1.180622, 5.098187, -1.202659], [-3.786563, 5.673552, -4.113551], [-4.940255, 5.255501, -4.201295], [-3.442720, 6.742471, -4.623080], [-4.266859, 3.440742, -2.765463], [-1.231930, 6.306055, -3.753829]],
  "forces_ev_per_a": [[2.370, -3.289, -2.128], [0.015, 0.227, -0.265], [0.245, -0.761, -0.716], [0.109, 0.537, 0.608], [1.142, -0.456, -0.365], [0.242, -0.215, 0.151], [-0.458, -0.037, -0.818], [0.365, 0.124, -0.125], [-0.679, 0.306, -0.289], [-0.018, -0.141, 0.103], [-0.102, -0.008, -0.068], [0.150, -0.021, 0.027], [0.033, -0.133, 0.062], [0.047, -0.129, 0.040], [-0.019, -0.051, 0.079], [-0.419, 0.324, 0.392], [0.038, -0.012, -0.045], [0.322, 0.087, 0.138], [0.013, 0.084, 0.046], [-0.196, 0.131, 0.037], [0.983, 0.061, 0.627], [1.788, -0.638, 4.166], [0.021, -0.071, 0.076], [0.020, -0.038, 0.077], [-0.029, 0.000, 0.042], [0.088, 0.021, -0.085], [0.087, 0.001, -0.013], [0.054, 0.073, -0.026], [0.106, -0.017, 0.027], [0.027, -0.062, -0.043], [-0.053, -0.062, 0.024], [-0.055, 0.040, -0.013], [-0.010, -0.080, -0.020], [0.022, 0.022, -0.028], [-0.019, 0.004, 0.081], [-0.103, -0.012, 0.013], [0.054, 0.275, -0.033], [-0.246, 0.599, 0.360], [-0.082, 0.260, 0.631], [0.208, -0.854, -0.365], [-2.423, 0.796, 1.279], [2.042, -1.177, -0.755], [-1.110, 0.634, 0.323], [0.574, -0.717, -0.273], [-0.089, 0.292, 0.021], [0.123, 0.050, -0.061], [-0.118, -0.090, 0.147], [0.347, -0.415, -0.126], [-0.215, 0.180, 0.271], [-0.333, 0.438, 0.115], [0.000, 0.183, -0.010], [0.041, -0.198, 0.045], [0.062, 0.181, -0.082], [-0.130, 0.009, 0.087], [-0.145, -0.478, 0.199], [0.169, -0.172, -0.065], [0.140, 0.236, -0.205], [-0.118, 0.012, 0.214], [-0.095, 0.025, -0.036], [-0.006, 0.015, -0.031], [0.062, 0.022, -0.021], [0.137, 0.058, -0.076], [0.022, -0.098, -0.032], [0.008, -0.012, 0.039], [-0.022, 0.051, -0.002], [-0.009, 0.044, -0.043], [-0.537, 0.134, 0.221], [-0.964, 0.809, -0.620], [-3.165, -0.503, -1.691], [0.075, -0.190, 0.315], [-0.177, 0.392, -0.300], [1.036, -0.875, 0.815], [-0.078, 0.265, 0.021], [-1.253, -0.810, -0.144], [-0.373, 1.219, -0.913], [0.230, 2.469, -0.514], [0.987, 0.597, 0.342], [0.011, 0.034, -0.195], [-0.073, 0.044, -0.107], [-0.811, 0.736, -0.628], [0.130, -0.025, 0.017], [0.030, -0.088, 0.006], [-0.023, -0.044, 0.082], [-0.022, -0.118, 0.008]],
  "charge": -2,
  "lumo_energy_ev": 3.9,
  "homo_lumo_gap_ev": 6.0
}

---

Which ΔE to the lowest compared entry with this formula, charge and spin belongs to each record? In order, 414.4; 0.0; 0.0; 0.0; 106.6; 354.7 kJ/mol.